{
  "formula": "C40H40BrN6O2Rb",
  "method": "wB97M-V/def2-TZVPD",
  "symbols": ["Rb", "C", "C", "C", "C", "C", "C", "C", "N", "C", "N", "C", "C", "C", "C", "C", "C", "C", "N", "C", "C", "C", "C", "C", "C", "C", "H", "H", "H", "H", "H", "H", "H", "H", "H", "H", "H", "H", "H", "H", "H", "H", "H", "H", "H", "H", "H", "H", "Br", "C", "C", "C", "C", "C", "C", "N", "C", "C", "C", "C", "C", "C", "N", "H", "H", "H", "H", "H", "H", "H", "H", "H", "O", "C", "C", "C", "C", "C", "C", "N", "H", "H", "H", "H", "H", "H", "H", "O", "H", "H"],
  "coordinates": [[0.65760, 0.83099, 1.56481], [-3.22299, -3.36219, -1.07096], [-2.84706, -3.73573, -2.48172], [-3.33821, -4.92205, -3.02660], [-3.09980, -5.28890, -4.34129], [-2.34846, -4.45079, -5.15468], [-1.81932, -3.28526, -4.62856], [-2.05080, -2.92231, -3.30035], [-1.49325, -1.70625, -2.84513], [-0.78137, -1.49026, -1.66010], [-0.27785, -2.64882, -1.15969], [0.43322, -3.00639, 0.03913], [0.55610, -2.13820, 1.12216], [1.33653, -2.63973, 2.17643], [1.92278, -3.90205, 2.16909], [1.73371, -4.73085, 1.07349], [0.98742, -4.29975, -0.01467], [0.79390, -5.21639, -1.19997], [-0.59938, -0.30839, -1.17450], [-1.25183, 0.77816, -1.78081], [-2.64694, 0.86548, -1.85948], [-3.26936, 1.95324, -2.45264], [-2.50572, 2.99319, -2.96800], [-1.12379, 2.94011, -2.84548], [-0.48046, 1.85649, -2.25179], [1.01803, 1.82401, -2.11450], [-4.22718, -3.72293, -0.84962], [-3.21161, -2.28211, -0.92396], [-2.54093, -3.78904, -0.33344], [-3.94955, -5.55939, -2.39670], [-3.50640, -6.21358, -4.73065], [-2.15915, -4.71121, -6.18883], [-1.20062, -2.63926, -5.24185], [-1.55582, -0.91239, -3.46001], [-0.38079, -3.41005, -1.80723], [1.48409, -2.02415, 3.06688], [2.51852, -4.24951, 3.00779], [2.17067, -5.72406, 1.05559], [1.27573, -6.17675, -1.01990], [1.22321, -4.80396, -2.12006], [-0.26465, -5.41943, -1.39952], [-3.24453, 0.05699, -1.45478], [-4.35086, 1.98950, -2.50605], [-2.98124, 3.84633, -3.43570], [-0.52047, 3.76345, -3.21405], [1.44736, 2.81204, -2.28790], [1.47224, 1.12143, -2.81980], [1.30604, 1.47546, -1.12455], [-4.12988, 6.83903, -0.39994], [-2.95524, 5.81253, 0.67221], [-2.40787, 4.65112, 0.15597], [-1.53630, 3.91383, 0.94239], [-1.24268, 4.31111, 2.24093], [-1.78509, 5.49268, 2.73347], [-2.64475, 6.24846, 1.95129], [-0.35735, 3.47421, 2.97490], [-0.40005, 3.42328, 4.23150], [0.51256, 2.52067, 4.99394], [0.49080, 2.51023, 6.37723], [1.30813, 1.61224, 7.05448], [2.10679, 0.75407, 6.32317], [2.06304, 0.84780, 4.93613], [1.29533, 1.70924, 4.28198], [-2.64602, 4.32360, -0.84674], [-1.08226, 3.01070, 0.55391], [-1.51982, 5.84640, 3.72228], [-3.06202, 7.17186, 2.32840], [-1.12519, 3.99151, 4.82327], [-0.16524, 3.18539, 6.91373], [1.30727, 1.57845, 8.13633], [2.74104, 0.02183, 6.80350], [2.66848, 0.18816, 4.32159], [2.93172, 2.33909, 1.27729], [4.19839, 2.21828, 0.65211], [4.14446, 1.08829, -0.35235], [4.98475, 1.08964, -1.45762], [4.93092, 0.01550, -2.33069], [4.03937, -1.01500, -2.07672], [3.23168, -0.92552, -0.95296], [3.28461, 0.10497, -0.10738], [3.01455, 2.81816, 2.10774], [4.97350, 1.99237, 1.39163], [4.47937, 3.14502, 0.14560], [5.65927, 1.91941, -1.63360], [5.57211, -0.01209, -3.20322], [3.96377, -1.86971, -2.73595], [2.50780, -1.69694, -0.70717], [-1.56199, -0.43854, 1.70971], [-0.74535, -1.06708, 1.47525], [-2.12936, -0.55899, 0.94261]],
  "forces_ev_per_a": [[0.58, 0.38, -0.34], [0.02, 0.02, -0.04], [-0.07, 0.01, 0.03], [-0.01, 0.00, 0.01], [0.03, 0.06, 0.01], [-0.01, -0.01, 0.02], [0.04, -0.03, 0.00], [0.12, 0.03, -0.06], [-0.10, 0.03, 0.12], [-0.04, -0.12, -0.02], [0.05, 0.08, 0.13], [0.07, 0.06, -0.23], [-0.29, 0.02, 0.22], [-0.06, -0.14, -0.17], [0.08, 0.11, 0.06], [0.01, -0.01, -0.01], [0.03, -0.01, -0.01], [0.01, 0.01, 0.02], [0.11, -0.04, -0.11], [0.05, 0.02, 0.07], [-0.02, 0.02, 0.00], [0.04, 0.03, -0.01], [-0.01, -0.08, 0.01], [0.03, -0.03, 0.05], [0.02, 0.02, -0.03], [-0.08, -0.01, -0.08], [0.00, -0.01, 0.00], [0.01, 0.00, -0.03], [0.03, 0.00, -0.01], [0.01, 0.01, -0.02], [0.00, 0.02, 0.01], [-0.01, 0.01, 0.03], [-0.02, -0.02, 0.02], [-0.05, 0.01, 0.02], [-0.01, -0.04, -0.01], [-0.02, -0.03, 0.01], [-0.03, 0.03, -0.01], [-0.01, 0.02, 0.00], [0.00, 0.01, 0.01], [-0.01, 0.01, 0.02], [0.02, -0.01, 0.00], [0.01, 0.00, -0.01], [0.02, 0.00, 0.00], [0.00, -0.01, 0.00], [-0.01, -0.02, 0.00], [-0.02, -0.03, 0.00], [-0.02, 0.01, 0.02], [0.07, 0.04, -0.04], [-0.02, 0.02, -0.01], [0.02, 0.01, 0.06], [0.04, -0.05, 0.02], [-0.04, -0.02, -0.05], [0.20, -0.21, 0.19], [-0.04, 0.13, 0.07], [0.03, -0.03, 0.00], [-0.05, 0.19, -0.56], [0.07, -0.16, 0.44], [-0.27, 0.19, -0.28], [-0.01, -0.01, 0.22], [-0.08, 0.07, 0.02], [-0.04, 0.05, -0.04], [0.04, -0.02, -0.02], [0.25, -0.11, 0.13], [0.02, 0.01, 0.07], [-0.10, 0.03, -0.07], [-0.01, 0.00, -0.02], [0.00, -0.01, 0.00], [0.02, -0.01, 0.06], [0.03, -0.03, 0.00], [-0.01, 0.01, -0.01], [0.00, 0.02, -0.02], [0.02, 0.00, 0.02], [0.26, 0.27, 0.00], [-0.11, -0.15, 0.03], [-0.05, -0.03, 0.01], [0.02, 0.01, -0.06], [0.02, 0.00, -0.03], [0.00, 0.00, -0.01], [0.00, 0.08, 0.07], [-0.01, -0.06, 0.08], [0.03, 0.05, -0.03], [0.02, -0.01, 0.03], [0.00, 0.05, -0.03], [-0.02, -0.02, 0.01], [-0.01, 0.00, 0.01], [0.00, 0.01, 0.02], [0.03, 0.03, 0.00], [-0.29, -0.54, 0.04], [-0.49, -0.21, -0.04], [-0.07, 0.05, 0.05]],
  "max_force_ev_per_a": 0.770,
  "lumo_energy_ev": -0.5,
  "e_homo_ev": -6.535
}